(1)
A molecular structure, C20H26N4S2Zn, computed with ωB97M-V/def2-TZVPD.

```
53
Properties=species:S:1:pos:R:3:forces:R:3
Zn -0.4263 -0.2839 -1.5560 -0.1 -0.6 -0.3
C -3.1856 -4.3653 -3.9109 -0.1 0.3 0.1
S -4.1125 -2.9601 -3.2486 0.0 -0.2 0.0
C -2.8591 -1.9139 -2.6305 0.0 0.2 0.0
S -1.2060 -2.2590 -2.8790 0.5 0.5 0.2
N -3.3860 -0.8779 -2.0124 -0.7 -0.3 -0.1
N -2.5057 0.0301 -1.6024 0.7 0.3 0.5
C -2.8750 1.0362 -0.9033 -0.3 -0.4 -0.2
C -1.8588 2.0293 -0.5819 0.3 0.5 0.1
C -2.0801 3.0190 0.3723 -0.1 -0.2 -0.1
C -1.0897 3.9502 0.6162 0.1 0.0 -0.1
C 0.0842 3.8864 -0.1210 -0.1 0.0 0.1
C 0.2289 2.8682 -1.0471 0.1 0.0 0.1
N -0.7048 1.9507 -1.2688 -0.2 0.0 0.1
H -3.9338 -5.1071 -4.1826 0.0 0.0 0.0
H -2.5289 -4.7590 -3.1405 0.0 -0.1 -0.1
H -2.6148 -4.0661 -4.7849 0.0 -0.1 0.0
H -3.8983 1.1502 -0.5578 0.0 0.0 -0.1
H -3.0132 3.0285 0.9203 0.0 0.0 0.0
H -1.2243 4.7164 1.3677 0.0 0.0 0.0
H 0.8799 4.6032 0.0238 0.0 0.0 0.0
H 1.1321 2.7868 -1.6371 0.0 -0.1 0.0
C 2.2260 0.7576 4.3715 -0.1 0.0 -0.1
C 1.2439 0.3997 3.2847 -0.1 0.0 0.0
C -0.0996 0.2280 3.5970 0.0 0.0 0.0
C -0.9882 -0.1739 2.6059 0.0 0.1 0.1
C -2.4573 -0.3286 2.9002 0.1 0.0 -0.1
C -0.5045 -0.4120 1.3335 0.0 -0.1 -0.2
C 0.8382 -0.1914 0.9417 0.0 0.0 0.1
C 1.6953 0.2299 1.9819 0.0 0.0 0.0
N 1.1345 -0.3468 -0.3922 -0.2 0.1 -0.2
C 2.4229 -0.6378 -1.0346 0.1 -0.2 -0.1
C 2.3451 -2.0642 -1.6099 0.0 0.1 0.0
C 3.6853 -0.5579 -0.1700 -0.2 0.0 0.0
C 2.6206 0.3336 -2.2081 0.0 -0.1 0.1
H 1.7033 1.0006 5.2958 0.0 0.0 0.0
H 2.8489 1.6073 4.0876 0.0 0.0 0.0
H 2.8878 -0.0882 4.5682 0.0 0.0 0.0
H -0.4478 0.4014 4.6091 0.0 0.0 0.0
H -2.6414 -0.3487 3.9733 0.0 0.0 0.0
H -2.8575 -1.2414 2.4567 0.0 0.0 0.0
H -3.0104 0.5161 2.4793 -0.1 0.0 0.0
H -1.1910 -0.8408 0.6065 -0.1 0.0 0.0
H 2.7285 0.4637 1.7934 0.0 -0.1 0.0
H 2.0677 -2.7702 -0.8265 0.0 0.0 0.0
H 3.2991 -2.3750 -2.0422 0.0 0.0 0.0
H 1.5854 -2.1120 -2.3943 0.0 -0.1 0.0
H 3.6337 -1.2412 0.6760 0.0 0.0 0.1
H 3.8616 0.4574 0.1836 0.0 0.0 0.0
H 4.5373 -0.8457 -0.7879 0.0 0.0 0.0
H 1.7223 0.3653 -2.8365 0.0 0.0 -0.1
H 3.4542 0.0134 -2.8362 0.0 0.0 0.0
H 2.8338 1.3392 -1.8429 0.0 0.0 0.0
```
Positions in Å, forces in eV/Å.

## Properties
Orbital gap   6.01 eV
LUMO level   -0.030 Eh
Net charge   0

=====

(2)
A molecular structure, C20H26N5O3Pt, computed with ωB97M-V/def2-TZVPD.

```
55
Properties=species:S:1:pos:R:3:forces:R:3
Pt 0.1173 -0.0629 1.1120 0.3 0.0 0.3
N -1.6840 -1.2848 1.7952 0.0 0.0 0.0
C -2.7415 -0.2818 2.0368 0.0 0.1 0.0
C -2.1807 0.9673 2.7165 0.0 -0.1 0.0
O -2.8379 1.5999 3.5090 0.0 0.0 0.0
N -0.8972 1.2942 2.3112 -0.2 0.1 -0.1
C -0.2240 2.2410 3.0246 -0.2 0.1 -0.3
C 1.1209 1.2528 4.1619 0.4 -0.3 0.5
O 1.1986 1.8967 5.1500 -0.1 0.0 -0.2
O 1.4757 0.2980 3.5179 -0.1 0.1 -0.1
H -1.4537 -1.7778 2.6521 0.0 0.0 0.0
H -1.9867 -1.9747 1.1170 0.0 0.0 0.0
H -3.1474 0.0162 1.0675 0.0 0.0 0.0
H -3.5539 -0.6710 2.6487 0.0 0.0 0.0
H 0.5670 2.7634 2.4955 0.0 0.0 0.0
H -0.7895 2.8056 3.7559 0.0 0.0 0.0
C 1.6845 -2.6012 1.8179 0.0 0.0 0.0
N 1.6625 -1.6339 0.7002 0.0 0.0 -0.1
C 2.9632 -0.9111 0.6432 -0.1 0.0 0.0
C 1.4081 -2.2522 -0.5837 0.0 -0.1 -0.1
C 2.0304 -3.4129 -0.9894 0.0 0.1 0.0
C 1.8352 -3.8892 -2.2831 0.0 0.0 0.0
C 1.0439 -3.1829 -3.1865 0.0 0.0 0.0
C 0.4038 -2.0283 -2.7976 0.0 0.0 0.0
C 0.5327 -1.5663 -1.4683 0.0 -0.1 0.0
N -0.0964 -0.4845 -0.9603 -0.1 0.1 -0.2
C -1.0286 0.2961 -1.6481 0.0 0.0 0.1
C -2.1227 -0.2693 -2.3071 0.0 0.1 -0.1
C -3.1362 0.5445 -2.7793 0.0 0.0 0.0
C -3.0592 1.9181 -2.5932 0.0 0.0 0.0
C -1.9696 2.4886 -1.9511 0.0 0.0 0.0
C -0.9309 1.6943 -1.4803 0.0 0.0 0.0
N 0.2094 2.2059 -0.8149 0.0 -0.1 0.0
C 0.0548 3.5423 -0.2563 0.0 0.0 0.0
C 1.4494 2.1105 -1.5926 0.0 0.0 0.0
H 2.5610 -3.2508 1.7628 0.0 0.0 0.0
H 0.7846 -3.2131 1.7827 0.0 0.0 0.0
H 1.7222 -2.0399 2.7480 0.0 0.0 0.0
H 3.7769 -1.6181 0.4618 0.0 0.0 0.0
H 3.1153 -0.4027 1.5931 0.0 0.0 0.0
H 2.9306 -0.1846 -0.1668 0.0 0.0 0.0
H 2.6904 -3.9445 -0.3176 0.0 0.0 0.0
H 2.3302 -4.7984 -2.5952 0.0 0.0 0.0
H 0.9375 -3.5406 -4.2011 0.0 0.0 0.0
H -0.1916 -1.4662 -3.5021 0.0 0.0 0.0
H -2.2007 -1.3451 -2.3917 0.0 0.0 0.0
H -3.9935 0.1067 -3.2712 0.0 0.0 0.0
H -3.8559 2.5554 -2.9513 0.0 0.0 0.0
H -1.9296 3.5609 -1.8251 0.0 0.0 0.0
H -0.0018 4.3185 -1.0288 0.0 0.0 0.0
H 0.9229 3.7600 0.3648 0.0 0.0 0.0
H -0.8392 3.5848 0.3635 0.0 0.0 0.0
H 1.4556 2.8300 -2.4201 0.0 0.0 0.0
H 1.5707 1.1117 -2.0050 0.0 0.0 0.0
H 2.2973 2.3252 -0.9417 0.0 0.0 0.0
```
Positions in Å, forces in eV/Å.

## Properties
ΔE to the lowest compared entry with this formula, charge and spin   0.537 eV
<S²>   6.05
Orbital gap (alpha / beta)   7.73 / 6.08 eV
LUMO level (alpha / beta)   -0.092 / -0.201 Eh
Net charge   +1
Spin multiplicity   5

=====

Number 1: DFT total energy -3572.45096 a.u.. Number 2: DFT total energy -1396.21299 a.u..